1:
Molecular formula: C10H21NOP
Method: DFT, ωB97M-V with the def2-TZVPD basis set

HOMO level (spin up / spin down) (eV): -12.44 / -12.44
Lowest unoccupied orbital energy (spin up / spin down) (eV): -4.37 / -4.37
Charge: +1

Cartesian coordinates (Å):
C  -1.725  2.631  0.941
C  -0.473  2.274  0.675
C  1.333  0.273  2.368
C  0.495  0.650  3.321
C  1.213  -2.983  2.088
C  0.673  0.623  -3.514
C  -0.941  -1.038  -3.293
C  -1.657  -0.649  -0.413
C  -0.271  1.792  -0.769
C  1.442  -1.731  1.170
N  -0.286  -0.088  -2.690
O  0.737  -0.564  1.333
P  -0.018  -0.048  -0.938
H  -1.973  2.944  1.857
H  -2.570  2.631  0.283
H  0.167  2.299  1.517
H  2.326  0.587  2.157
H  -0.464  0.192  3.455
H  1.930  -3.837  1.799
H  1.547  -2.588  3.148
H  0.218  -3.268  2.031
H  1.687  0.028  -3.692
H  0.274  0.757  -4.558
H  0.830  1.599  -3.128
H  -0.784  -1.365  -4.331
H  0.802  1.502  4.027
H  -1.701  -1.390  -2.694
H  -1.791  -0.455  0.746
H  -1.727  -1.771  -0.517
H  -2.524  0.063  -0.893
H  0.515  2.363  -1.184
H  -1.040  2.294  -1.406
H  1.170  -2.158  0.034
H  2.586  -1.569  1.071

2:
Molecular formula: C10H21NOP
Method: DFT, ωB97M-V with the def2-TZVPD basis set

HOMO level (eV): -12.12
Lowest unoccupied orbital energy (eV): -4.51
Charge: +1

Cartesian coordinates (Å):
C  -5.030  -0.387  0.609
C  -3.807  0.049  0.283
C  2.648  1.413  0.205
C  2.265  0.729  1.258
C  2.641  1.914  -2.760
C  1.129  -1.371  -0.762
C  -0.209  -2.782  0.611
C  -0.872  -0.506  2.442
C  -2.559  -0.822  -0.016
C  2.077  2.773  -1.710
N  -0.010  -1.650  0.092
O  1.709  1.856  -0.649
P  -0.883  -0.107  0.650
H  -5.918  0.315  0.706
H  -5.290  -1.388  0.528
H  -3.707  1.047  0.061
H  3.662  1.261  -0.102
H  1.176  0.722  1.690
H  3.031  2.351  -3.628
H  3.474  1.492  -2.227
H  1.962  1.100  -3.043
H  1.903  -2.056  -0.225
H  0.849  -1.738  -1.723
H  1.400  -0.317  -0.707
H  0.280  -3.775  0.504
H  3.151  0.448  2.226
H  -1.181  -3.013  0.978
H  -1.516  0.164  2.933
H  0.025  -0.255  2.967
H  -1.158  -1.509  2.848
H  -2.273  -0.895  -1.171
H  -2.828  -1.832  0.246
H  1.126  3.275  -1.892
H  2.734  3.495  -1.222

In order of decreasing stability: 1, 2.

1:
Molecular formula: C6H9N3O
Method: DFT, ωB97M-V with the def2-TZVPD basis set

HOMO level (eV): -7.36
SMILES: Cc1cc(N)[nH]c1C(N)=O
Lowest unoccupied orbital energy (eV): 0.79
Charge: 0

Cartesian coordinates (Å):
C  0.518  -2.519  0.093
C  -0.248  -1.239  0.242
C  -1.662  -1.130  0.216
C  -1.977  0.226  0.102
N  -3.198  0.844  -0.075
N  -0.817  0.918  0.068
C  0.254  0.062  0.294
C  1.604  0.591  0.360
N  2.501  0.312  -0.610
O  1.811  1.794  0.724
H  -0.161  -3.377  0.166
H  1.026  -2.582  -0.882
H  1.281  -2.632  0.879
H  -2.374  -1.951  0.166
H  -3.235  1.824  0.179
H  -3.984  0.330  0.302
H  -0.702  1.876  -0.235
H  2.754  -0.662  -0.697
H  3.016  1.368  -0.572

2:
Molecular formula: C6H9N3O
Method: DFT, ωB97M-V with the def2-TZVPD basis set

HOMO level (spin up / spin down) (eV): -7.75 / -8.50
Lowest unoccupied orbital energy (spin up / spin down) (eV): 0.48 / 0.74
Charge: 0

Cartesian coordinates (Å):
C  -2.296  1.278  -1.062
C  -2.975  1.248  0.131
C  -1.263  0.220  -0.814
C  -0.383  -0.154  -1.794
C  0.291  -1.233  -1.807
C  3.713  -0.432  0.686
N  -1.197  -0.146  0.461
N  1.679  0.423  0.662
N  -2.322  0.373  0.993
O  2.962  0.545  0.236
H  -2.333  2.162  -1.756
H  -3.895  1.654  0.467
H  1.078  1.114  0.444
H  0.343  -1.897  -0.923
H  0.941  -1.350  -2.689
H  -0.258  0.521  -2.649
H  4.850  -0.446  0.512
H  3.090  -1.279  1.059
H  -2.704  0.351  1.957

3:
Molecular formula: C6H9N3O
Method: DFT, ωB97M-V with the def2-TZVPD basis set

HOMO level (eV): -9.27
SMILES: N#CCC1=N[C@H]2C[C@H]2N1.O
Lowest unoccupied orbital energy (eV): 0.66
Charge: 0

Cartesian coordinates (Å):
N  -1.784  0.404  -2.643
C  -0.717  0.324  -2.180
C  0.553  0.443  -1.447
C  0.415  0.250  0.040
N  0.914  -0.750  0.674
C  0.579  -0.600  2.063
C  1.136  0.598  2.791
C  -0.226  0.693  2.173
N  -0.245  1.185  0.817
H  1.252  -0.311  -1.832
H  0.979  1.435  -1.660
H  0.366  -1.514  2.618
H  1.167  0.525  3.879
H  1.962  1.146  2.333
H  -1.126  0.837  2.769
H  -1.084  1.627  0.458
O  -1.297  -2.241  -3.971
H  -0.869  -2.521  -3.148
H  -1.977  -1.529  -3.735

In order of decreasing stability: 1, 3, 2.

1:
Molecular formula: C3H6S2
Method: DFT, ωB97M-V with the def2-TZVPD basis set

HOMO level (eV): -8.91
Lowest unoccupied orbital energy (eV): 0.60
Charge: 0

Cartesian coordinates (Å):
C  -0.298  0.009  -0.340
C  0.435  1.117  -0.090
C  0.511  -1.142  0.128
H  -2.279  0.553  1.085
H  -0.296  -0.408  -1.564
H  0.751  2.319  -0.445
H  0.585  1.319  1.105
H  0.476  -1.431  1.294
H  0.125  -2.063  -0.549
S  -1.973  -0.135  -0.308
S  1.963  -0.138  -0.317

2:
Molecular formula: C3H6S2
Method: DFT, ωB97M-V with the def2-TZVPD basis set

HOMO level (spin up / spin down) (eV): -7.33 / -7.31
Lowest unoccupied orbital energy (spin up / spin down) (eV): -0.43 / -0.50
Charge: 0

Cartesian coordinates (Å):
C  1.540  2.090  0.154
C  -0.104  -0.148  1.486
C  -0.277  0.547  0.073
S  2.821  1.779  -0.755
S  -1.666  1.757  0.151
H  0.930  2.732  0.721
H  -0.205  0.697  2.225
H  0.915  -0.497  1.494
H  -0.860  -0.861  1.814
H  -0.290  0.029  -0.828
H  -1.725  1.936  -1.210

In order of decreasing stability: 2, 1.

1:
Molecular formula: C3H3O2
Method: DFT, ωB97M-V with the def2-TZVPD basis set

HOMO level (eV): -16.00
Lowest unoccupied orbital energy (eV): -6.13
Charge: +1

Cartesian coordinates (Å):
C  0.139  0.734  0.392
C  -1.117  0.935  0.008
C  0.507  -1.182  -0.402
O  -2.191  1.235  -0.143
O  0.571  -2.000  0.400
H  0.492  0.451  1.446
H  1.029  1.014  -0.268
H  0.570  -1.187  -1.433

2:
Molecular formula: C3H3O2
Method: DFT, ωB97M-V with the def2-TZVPD basis set

HOMO level (eV): -17.58
Lowest unoccupied orbital energy (eV): -5.56
Charge: +1

Cartesian coordinates (Å):
C  -0.387  -0.157  -0.030
C  -0.933  -1.367  -0.041
C  2.667  -0.712  0.023
O  -1.387  -2.403  0.018
O  3.765  -0.873  -0.002
H  0.875  -0.143  0.003
H  -0.337  0.382  1.022
H  -0.628  0.457  -0.781

In order of decreasing stability: 2, 1.

1:
Molecular formula: C9H7BrCl2N2O
Method: DFT, ωB97M-V with the def2-TZVPD basis set

HOMO level (spin up / spin down) (eV): -8.54 / -8.43
Lowest unoccupied orbital energy (spin up / spin down) (eV): -1.62 / -0.94
Charge: 0

Cartesian coordinates (Å):
C  2.901  -1.414  -1.205
C  2.289  -0.290  -1.606
C  2.600  -1.902  0.066
C  1.445  0.421  -0.737
C  1.722  -1.277  0.918
C  1.111  -0.141  0.545
C  0.146  0.560  1.369
C  -2.598  2.045  0.560
C  -3.122  -0.130  -0.169
N  -0.366  1.708  0.773
N  -1.396  2.284  0.524
O  -0.130  0.346  2.536
Cl  -1.931  -0.257  -1.447
Cl  -2.944  -1.296  1.112
Br  -4.901  -0.109  -0.934
H  3.429  -1.844  -1.986
H  2.577  0.021  -2.636
H  2.945  -2.805  0.417
H  1.150  1.341  -1.164
H  1.340  -1.566  1.821
H  -3.107  1.599  1.407
H  -3.161  2.706  -0.166

2:
Molecular formula: C9H7BrCl2N2O
Method: DFT, ωB97M-V with the def2-TZVPD basis set

HOMO level (eV): -9.37
Lowest unoccupied orbital energy (eV): -0.17
Charge: 0

Cartesian coordinates (Å):
C  -3.557  0.550  -1.585
C  -3.195  1.221  -0.450
C  -2.701  -0.401  -2.143
C  -1.999  0.786  0.179
C  -1.548  -0.790  -1.495
C  -1.161  -0.194  -0.300
C  0.166  -0.430  0.288
C  2.333  0.112  2.538
C  3.773  -0.637  0.501
N  0.226  0.296  1.472
N  1.279  0.350  2.088
O  1.024  -1.205  -0.058
Cl  4.875  -1.367  1.469
Cl  3.669  -1.344  -1.061
Br  4.504  1.301  0.041
H  -4.432  0.978  -1.929
H  -3.826  1.917  0.011
H  -2.956  -0.823  -3.088
H  -1.725  1.046  1.233
H  -0.821  -1.480  -1.975
H  2.939  -0.285  1.186
H  3.134  0.400  3.079

In order of decreasing stability: 2, 1.

1:
Molecular formula: C23H72O13
Method: DFT, ωB97M-V with the def2-TZVPD basis set

HOMO level (eV): -9.54
Lowest unoccupied orbital energy (eV): 0.11
Charge: 0

Cartesian coordinates (Å):
C  -4.240  -1.536  1.437
C  -5.167  -2.518  0.702
C  -4.432  -3.755  0.162
O  -6.145  -2.997  1.576
H  -3.411  -1.318  0.765
H  -3.890  -1.882  2.409
H  -4.706  -0.561  1.581
H  -5.584  -1.969  -0.142
H  -3.419  -3.624  -0.219
H  -5.026  -4.121  -0.676
H  -4.395  -4.569  0.885
H  -6.779  -2.312  1.800
C  -0.665  -3.031  -1.290
C  -0.621  -2.308  -2.612
C  -0.483  -3.481  -3.673
O  -1.791  -1.638  -2.926
H  0.353  -3.401  -1.173
H  -1.377  -3.854  -1.239
H  -0.869  -2.389  -0.433
H  0.199  -1.599  -2.729
H  0.509  -3.899  -3.505
H  -0.515  -3.171  -4.718
H  -1.166  -4.327  -3.598
H  -1.954  -1.039  -2.194
C  -1.932  2.111  -1.681
C  -2.665  1.136  -0.795
C  -4.095  0.781  -1.435
O  -1.832  -0.031  -0.679
H  -1.506  1.498  -2.475
H  -1.034  2.404  -1.137
H  -2.546  2.912  -2.094
H  -2.806  1.610  0.176
H  -4.794  1.604  -1.577
H  -4.572  0.011  -0.829
H  -4.071  0.158  -2.329
H  -1.034  0.355  -0.311
C  -2.278  3.195  5.668
C  -2.862  2.885  4.280
C  -1.931  2.251  3.248
O  -4.014  2.122  4.394
H  -1.908  2.262  6.093
H  -3.038  3.347  6.434
H  -1.535  3.991  5.717
H  -3.251  3.838  3.922
H  -1.391  3.058  2.754
H  -2.498  1.764  2.455
H  -1.208  1.507  3.583
H  -4.633  2.405  3.717
C  4.163  -1.461  1.949
C  2.756  -1.795  2.448
C  2.130  -3.052  1.826
O  2.865  -1.990  3.838
H  4.732  -0.838  2.640
H  4.088  -0.846  1.052
H  4.692  -2.391  1.746
H  2.122  -0.912  2.369
H  1.287  -3.349  2.450
H  2.901  -3.821  1.771
H  1.794  -2.882  0.804
H  1.998  -2.104  4.236
C  4.187  -2.660  -1.795
O  3.604  -1.381  -1.919
H  4.861  -2.729  -2.649
H  4.632  -2.735  -0.803
H  3.373  -3.372  -1.932
H  4.219  -0.692  -1.656
C  1.373  0.200  -0.519
O  0.540  1.065  0.203
H  0.883  -0.773  -0.483
H  1.574  0.496  -1.549
H  2.302  0.071  0.037
H  1.021  1.890  0.306
C  1.531  3.559  3.081
O  1.866  4.698  2.290
H  1.479  2.583  2.599
H  2.311  3.483  3.838
H  0.608  3.765  3.623
H  2.167  5.333  2.943
C  -1.547  -3.676  2.629
O  -1.248  -4.318  3.855
H  -1.414  -2.597  2.707
H  -0.909  -3.991  1.803
H  -2.610  -3.816  2.436
H  -1.851  -5.040  4.048
C  3.593  1.969  -4.346
O  4.544  2.142  -5.382
H  2.962  2.853  -4.251
H  2.835  1.214  -4.558
H  4.114  1.928  -3.390
H  5.176  2.796  -5.073
C  4.699  1.825  -0.445
O  5.293  0.706  -1.082
H  5.489  2.357  0.083
H  4.334  2.520  -1.201
H  3.838  1.582  0.178
H  6.169  0.938  -1.399
C  -0.353  0.452  -4.970
O  0.120  1.423  -5.874
H  -0.264  -0.559  -5.366
H  0.194  0.465  -4.027
H  -1.389  0.700  -4.739
H  0.128  1.026  -6.748
C  1.448  4.770  -1.116
O  1.560  3.718  -0.207
H  0.568  5.392  -0.954
H  2.313  5.434  -1.137
H  1.441  4.409  -2.144
H  1.720  4.147  0.637

2:
Molecular formula: C23H72O13
Method: DFT, ωB97M-V with the def2-TZVPD basis set

HOMO level (eV): -10.02
Lowest unoccupied orbital energy (eV): 0.00
Charge: 0

Cartesian coordinates (Å):
C  2.278  9.921  1.260
C  1.521  10.091  -0.005
C  0.204  9.263  0.010
O  1.219  11.468  -0.224
H  3.186  10.523  1.299
H  2.515  8.872  1.440
H  1.710  10.154  2.160
H  2.149  9.738  -0.824
H  -0.369  9.535  0.896
H  0.397  8.192  0.079
H  -0.333  9.431  -0.924
H  0.717  11.855  0.497
C  -4.150  -5.127  4.720
C  -4.766  -3.819  4.267
C  -4.815  -2.786  5.395
O  -3.963  -3.177  3.309
H  -3.114  -4.951  5.011
H  -4.158  -5.858  3.911
H  -4.616  -5.514  5.626
H  -5.809  -3.988  3.998
H  -5.487  -3.160  6.168
H  -5.171  -1.832  5.007
H  -3.818  -2.716  5.831
H  -4.526  -2.494  2.938
C  3.480  -4.002  -6.537
C  4.764  -3.245  -6.520
C  5.482  -3.307  -7.832
O  4.401  -1.903  -6.163
H  2.818  -3.652  -7.329
H  2.997  -3.924  -5.563
H  3.571  -5.084  -6.631
H  5.372  -3.544  -5.666
H  4.849  -3.043  -8.679
H  5.986  -4.250  -8.041
H  6.231  -2.515  -7.849
H  3.730  -1.968  -5.480
C  0.244  -8.047  -0.839
C  0.013  -8.734  0.475
C  -1.051  -9.894  0.353
O  1.279  -9.304  0.903
H  -0.737  -7.753  -1.211
H  0.722  -8.614  -1.638
H  0.752  -7.103  -0.644
H  -0.308  -8.031  1.244
H  -0.768  -10.645  -0.384
H  -1.996  -9.383  0.166
H  -1.220  -10.281  1.358
H  1.167  -9.541  1.826
C  -2.849  6.409  5.538
C  -2.730  4.905  5.506
C  -1.992  4.335  4.315
O  -2.046  4.452  6.631
H  -3.165  6.834  6.491
H  -3.458  6.749  4.701
H  -1.886  6.908  5.427
H  -3.679  4.369  5.503
H  -1.026  4.816  4.159
H  -2.691  4.618  3.527
H  -1.910  3.249  4.331
H  -1.138  4.704  6.449
C  2.319  -2.217  4.421
O  1.834  -2.230  3.056
H  1.674  -1.715  5.143
H  2.478  -3.255  4.711
H  3.318  -1.782  4.440
H  0.948  -2.597  3.098
C  4.784  4.582  -4.802
O  5.809  3.836  -5.365
H  4.722  4.356  -3.737
H  5.009  5.643  -4.907
H  3.863  4.319  -5.324
H  5.499  2.928  -5.395
C  -4.085  -3.251  -4.340
O  -4.243  -4.362  -5.208
H  -4.090  -3.545  -3.290
H  -3.109  -2.799  -4.520
H  -4.877  -2.509  -4.437
H  -5.143  -4.693  -5.160
C  7.060  -4.515  0.376
O  7.883  -5.116  -0.598
H  6.430  -5.196  0.948
H  7.633  -4.035  1.168
H  6.392  -3.814  -0.125
H  7.424  -5.941  -0.774
C  -0.172  1.120  -1.807
O  0.750  0.074  -2.009
H  0.248  1.747  -1.020
H  -0.440  1.775  -2.636
H  -1.113  0.685  -1.470
H  0.891  -0.298  -1.135
C  -6.065  5.292  -2.003
O  -5.726  4.097  -2.584
H  -6.853  5.770  -2.585
H  -6.461  5.187  -0.993
H  -5.189  5.940  -1.990
H  -5.395  4.344  -3.451
C  -8.408  -0.955  -0.510
O  -7.347  -0.249  0.035
H  -8.922  -1.604  0.199
H  -9.176  -0.284  -0.895
H  -8.068  -1.506  -1.388
H  -7.044  0.342  -0.658
C  6.599  2.837  2.106
O  6.895  3.707  3.118
H  5.524  2.871  1.926
H  7.104  3.122  1.184
H  6.981  1.848  2.359
H  7.844  3.846  3.091

In order of decreasing stability: 1, 2.